{"formula": "C3H8OS", "method": "the ωB97M-V functional and the def2-TZVPD basis", "symbols": ["O", "H", "H", "H", "H", "H", "H", "C", "H", "S", "C", "C", "H"], "positions_angstrom": [[3.225, 0.334, -0.638], [4.768, -0.796, -1.431], [-2.043, 1.871, 0.629], [-3.174, 0.622, 0.724], [-1.428, -1.105, 1.121], [-1.181, 0.159, 2.328], [-1.747, -0.519, -1.591], [-1.150, -0.061, 1.266], [-0.132, 0.081, 0.902], [-1.828, 0.793, -1.322], [-2.126, 0.782, 0.476], [3.721, -0.642, -1.126], [3.094, -1.522, -1.337]], "atomic_forces_ev_per_a": [[0.63, 0.14, -0.02], [0.25, 0.60, 0.22], [0.42, -0.32, 0.41], [0.00, -0.59, -0.15], [0.17, -0.12, 0.11], [-0.07, 0.05, 0.16], [-0.11, -0.05, 0.21], [-0.12, -0.08, -0.28], [-0.05, 0.02, 0.05], [-0.10, -0.13, -0.12], [-0.13, 1.21, -0.39], [-0.75, -0.53, -0.18], [-0.13, -0.21, -0.01]], "lowdin_charge": [0.000, 0.077, 0.054, 0.060, 0.067, 0.067, -0.162, -0.176, 0.063, 0.666, -0.638, -0.151, 0.074], "smiles": "C=O.CCS", "e_above_lowest_kcal_mol": 22.9, "e_tot_ev": -16122.2446, "spin_multiplicity": 1, "homo_energy_ha": -0.3279}

=====

{"formula": "C3H8OS2", "method": "the ωB97M-V functional and the def2-TZVPD basis", "symbols": ["H", "H", "H", "H", "H", "O", "C", "H", "S", "C", "H", "C", "H", "S"], "positions_angstrom": [[0.667, -1.411, 0.983], [-1.566, -1.820, -4.452], [-0.798, 0.457, 3.068], [-3.099, -1.192, -3.553], [-1.658, 0.901, 1.556], [-0.159, -0.283, -2.634], [-1.323, -0.561, -2.616], [-2.066, 0.087, -2.104], [0.791, 1.206, 1.399], [-2.056, -1.527, -3.534], [-1.033, 2.125, 2.571], [-0.802, 1.122, 2.205], [-2.233, -2.388, -2.864], [1.528, -0.587, 1.662]], "atomic_forces_ev_per_a": [[0.36, 0.54, -0.06], [-0.05, 0.10, -0.08], [0.14, -0.06, -0.13], [0.25, 0.34, -0.94], [0.49, -0.40, -0.17], [0.27, -0.46, 0.36], [-0.83, 1.05, -1.94], [0.29, -0.20, 0.81], [-0.76, 1.41, -0.71], [-0.40, -0.48, 2.21], [0.20, 0.07, 0.12], [-0.93, 0.67, 0.56], [0.46, -0.36, -0.41], [0.50, -2.23, 0.38]], "lowdin_charge": [-0.168, 0.078, 0.028, 0.072, 0.031, 0.048, -0.336, 0.111, 0.327, -0.055, 0.023, -0.509, 0.084, 0.265], "smiles": "CC=O.CSS", "e_above_lowest_kcal_mol": 23.3, "e_tot_ev": -26957.6001, "spin_multiplicity": 1, "homo_energy_ha": -0.3130}

=====

{"formula": "C3H8OSi", "method": "the ωB97M-V functional and the def2-TZVPD basis", "symbols": ["H", "H", "H", "C", "C", "H", "H", "O", "H", "H", "C", "Si", "H"], "positions_angstrom": [[-2.061, 0.032, 1.175], [-1.438, -0.338, -1.981], [2.229, -0.981, -0.976], [-1.429, -0.331, 0.388], [-1.271, 0.264, -1.043], [2.700, -0.450, 0.664], [1.543, -1.789, 0.548], [0.589, 1.926, 0.493], [0.527, 2.423, 1.312], [-2.053, 1.164, -1.020], [1.882, -0.929, -0.005], [0.200, 0.456, 0.019], [-1.418, -1.447, 0.427]], "atomic_forces_ev_per_a": [[-0.75, 0.55, -0.31], [0.21, 0.41, 1.33], [0.64, -0.76, -1.88], [1.34, -2.24, 0.45], [-2.75, 2.00, -0.82], [-1.33, -0.56, -1.19], [-0.13, -0.57, -0.52], [0.53, 1.63, 0.35], [-0.07, -0.46, -0.13], [2.11, -1.49, -0.62], [-1.43, 3.90, 3.34], [1.52, -3.24, -0.02], [0.11, 0.85, 0.02]], "lowdin_charge": [0.038, 0.064, -0.047, -0.298, -0.280, 0.036, -0.011, -0.139, 0.071, 0.103, -0.122, 0.524, 0.062], "smiles": "C[Si]1(O)CC1", "e_above_lowest_kcal_mol": 28.2, "e_tot_ev": -13164.8069, "spin_multiplicity": 1, "homo_energy_ha": -0.3199}

=====

{"formula": "C3H8S", "method": "the ωB97M-V functional and the def2-TZVPD basis", "symbols": ["H", "H", "H", "S", "H", "H", "C", "H", "C", "H", "H", "C"], "positions_angstrom": [[0.651, -0.954, -1.815], [1.249, 1.020, -0.841], [-0.311, 0.464, 1.007], [-1.810, 0.352, 0.039], [2.599, 0.236, 0.042], [0.898, -0.568, 1.787], [0.803, 0.302, 1.143], [0.549, -1.756, -0.329], [1.227, -1.123, -0.907], [1.043, 1.201, 1.716], [2.091, -1.735, -1.156], [1.527, 0.199, -0.180]], "atomic_forces_ev_per_a": [[0.20, 0.14, -0.17], [0.22, 0.19, 0.25], [-1.19, -0.02, -0.26], [0.92, 0.00, 0.54], [-0.06, 0.27, -0.09], [-0.11, -0.15, -0.12], [0.31, 0.44, -0.18], [0.17, 0.01, 0.23], [-0.74, -0.32, -0.08], [-0.03, -0.01, -0.12], [0.20, 0.21, 0.02], [0.10, -0.76, -0.02]], "lowdin_charge": [0.061, 0.101, -0.189, 0.207, 0.107, 0.095, -0.149, 0.057, -0.138, 0.094, 0.066, -0.311], "e_above_lowest_kcal_mol": 78.8, "e_tot_ev": -14072.5035, "spin_multiplicity": 1, "homo_energy_ha": -0.3412}

=====

{"formula": "C3H8S", "method": "the ωB97M-V functional and the def2-TZVPD basis", "symbols": ["H", "H", "H", "H", "H", "S", "C", "C", "H", "H", "C", "H"], "positions_angstrom": [[0.259, -2.038, -1.091], [-0.140, -0.044, -3.293], [-1.099, 2.178, 2.815], [0.761, 0.657, -1.781], [-0.917, -0.143, 2.336], [0.244, 2.039, 2.694], [0.107, -0.145, -2.174], [0.057, 0.384, 1.971], [-0.051, 0.578, 0.893], [1.031, -0.076, 2.332], [0.100, -1.427, -1.924], [-0.351, -1.962, -2.779]], "atomic_forces_ev_per_a": [[0.79, -0.29, 1.45], [0.12, 0.88, 1.88], [0.51, 0.47, 0.08], [-1.07, -0.48, 0.51], [2.13, 0.79, -0.40], [-1.20, 0.20, 0.42], [1.74, 1.44, -3.08], [-0.35, -0.45, 0.62], [0.44, -0.81, 0.32], [-1.53, -0.22, -1.06], [-1.76, -1.20, -1.53], [0.18, -0.33, 0.80]], "lowdin_charge": [0.026, 0.071, -0.152, 0.056, 0.066, 0.581, -0.106, -0.522, -0.008, 0.032, -0.098, 0.053], "smiles": "C=C.CS", "e_above_lowest_kcal_mol": 50.5, "e_tot_ev": -14073.7322, "spin_multiplicity": 1, "homo_energy_ha": -0.3295}

=====

{"formula": "C3H8S2", "method": "the ωB97M-V functional and the def2-TZVPD basis", "symbols": ["H", "H", "C", "S", "H", "C", "C", "H", "S", "H", "H", "H", "H"], "positions_angstrom": [[0.022, 0.552, 1.101], [-2.877, 0.293, 1.211], [1.672, 0.701, -0.303], [2.666, -0.800, 0.128], [-3.215, -1.072, 0.129], [0.088, 0.603, -0.073], [-2.287, -0.571, 0.723], [1.939, 0.842, -1.418], [-1.111, -0.516, -0.923], [2.249, 1.558, 0.136], [-1.283, -1.214, 1.429], [-0.400, 1.471, -0.361], [2.538, -1.848, -1.778]], "atomic_forces_ev_per_a": [[-0.33, -0.36, -2.23], [2.10, -0.66, -0.82], [0.14, -0.65, -2.77], [-0.79, -1.13, -3.07], [2.36, -0.09, 2.10], [2.15, -0.42, 2.66], [0.98, -2.18, -1.52], [-0.73, -0.15, 1.58], [-0.43, 0.44, 2.50], [-1.22, -0.66, 0.24], [-4.32, 1.81, -1.74], [-0.07, 2.31, -0.12], [0.16, 1.74, 3.21]], "lowdin_charge": [0.089, 0.035, -0.672, 0.468, 0.036, -0.618, -0.369, 0.063, 0.649, 0.064, 0.139, 0.000, 0.117], "e_above_lowest_kcal_mol": 151.4, "e_tot_ev": -24904.8314, "spin_multiplicity": 1, "homo_energy_ha": -0.3186}

=====

{"formula": "C3H8S2", "method": "the ωB97M-V functional and the def2-TZVPD basis", "symbols": ["C", "H", "H", "H", "H", "S", "H", "C", "H", "S", "H", "H", "C"], "positions_angstrom": [[2.097, -0.429, -0.120], [1.507, -1.300, 0.211], [-2.121, 0.835, -1.084], [2.102, -0.423, -1.234], [-1.169, 1.710, 0.279], [1.407, 1.135, 0.439], [-2.131, -0.306, 1.242], [-1.316, -0.296, 0.567], [-0.456, -0.165, 1.251], [-1.447, -1.849, -0.405], [3.120, -0.557, 0.263], [-0.344, 0.811, -1.017], [-1.250, 0.834, -0.391]], "atomic_forces_ev_per_a": [[-0.14, 0.75, -1.14], [-0.28, 0.02, 0.12], [0.34, 0.33, 0.55], [0.13, -0.22, 0.80], [-0.41, 0.35, -0.79], [0.71, -0.91, 0.78], [-1.02, 0.19, 0.77], [0.27, -2.29, -2.26], [1.13, -0.39, 0.08], [0.84, 1.34, 1.48], [-0.34, 0.02, 0.05], [-0.61, -0.28, 0.19], [-0.63, 1.09, -0.63]], "lowdin_charge": [-0.519, 0.022, 0.082, 0.038, 0.063, 0.673, 0.046, -0.752, 0.033, 0.600, 0.037, 0.006, -0.329], "e_above_lowest_kcal_mol": 116.5, "e_tot_ev": -24906.3433, "spin_multiplicity": 1, "homo_energy_ha": -0.3045}

=====

{"formula": "C3H8S2", "method": "the ωB97M-V functional and the def2-TZVPD basis", "symbols": ["H", "S", "H", "H", "C", "H", "H", "S", "H", "H", "C", "C", "H"], "positions_angstrom": [[-2.289, 1.104, -1.418], [-2.109, 0.591, -0.157], [1.024, 1.466, 1.507], [-0.694, -2.124, -0.857], [1.805, 1.138, 0.830], [-1.662, -3.199, 0.289], [1.230, 2.264, -0.887], [-2.824, -1.287, -0.416], [2.620, 0.526, 1.203], [3.019, 1.832, -0.695], [-1.293, -2.206, 0.037], [1.999, 1.706, -0.371], [-0.825, -1.811, 0.937]], "atomic_forces_ev_per_a": [[0.23, -0.43, 0.57], [-0.16, 1.10, -0.53], [-0.56, -0.87, -0.33], [0.62, -0.48, 0.18], [0.77, 0.88, -0.74], [0.30, -0.24, -0.38], [0.02, 0.27, 0.15], [0.13, -0.49, 0.56], [-0.07, 0.26, 0.45], [0.06, -0.79, -0.86], [-1.10, 0.32, -0.16], [-0.22, 0.24, 1.32], [-0.01, 0.24, -0.24]], "lowdin_charge": [-0.177, 0.262, 0.043, 0.018, -0.085, 0.022, 0.037, 0.322, 0.040, 0.041, -0.467, -0.080, 0.024], "smiles": "C=C.CSS", "e_above_lowest_kcal_mol": 40.5, "e_tot_ev": -24909.6423, "spin_multiplicity": 1, "homo_energy_ha": -0.3149}